Record 1
Here is a structure of composition C19H46NOPdSe2Si3 from the Open Molecules 2025 dataset. Energies are from ωB97M-V with the def2-TZVPD basis set.

Results
Charge   +1
E_LUMO (spin up / spin down)   -3.503 / -3.503 eV
HOMO (spin up / spin down)   -11.04 / -11.04 eV

```
73
Properties=species:S:1:pos:R:3:forces:R:3:mulliken_charge:R:1
C 2.086985 -3.152998 0.676560 -0.01 0.09 -0.03 -0.64
H 1.622917 -2.824697 -2.197038 0.01 -0.01 0.00 0.26
H 4.747616 1.686258 0.366743 0.00 0.03 -0.01 0.30
C 3.071033 -1.293941 2.795039 0.10 0.07 -0.04 -0.89
H -2.656925 5.393239 1.600653 0.00 0.00 0.00 0.44
C -2.478198 4.334024 1.415410 -0.01 -0.04 -0.02 -1.46
H 1.188627 3.829557 -0.007539 0.02 -0.02 0.04 0.68
H -3.216863 -0.154557 3.418382 0.03 -0.01 0.01 0.60
C 1.924706 -0.109360 0.069908 -0.35 0.18 0.29 0.56
H -1.149589 -3.727093 0.740182 0.01 0.01 0.00 0.28
Si 2.265084 1.665064 0.592203 -0.07 0.15 0.08 0.12
C 2.285416 -2.023077 -2.525129 0.05 -0.06 0.15 -1.28
H -2.257305 5.858415 -0.869617 -0.01 0.00 0.01 0.44
C 2.246013 1.909370 2.455083 0.07 -0.01 -0.04 -0.94
H 0.997138 -3.059068 0.681950 0.01 -0.05 0.00 -0.30
H -0.510975 -2.030735 3.695040 0.04 0.01 0.00 0.37
H 3.998408 2.406473 -1.059893 0.03 0.01 0.02 0.37
Se -2.507793 -1.719021 -0.001157 0.28 0.17 -0.02 0.24
H -3.256423 0.491062 1.773548 0.00 0.00 0.02 0.31
H 1.403883 1.426575 2.948723 0.05 -0.01 0.08 0.00
H -4.129113 -1.901190 1.916736 0.00 0.01 -0.02 0.49
H 3.167886 1.556027 2.916868 -0.04 0.01 0.02 0.37
O 0.133677 -0.326286 -1.789533 -0.16 0.07 -0.15 -0.13
H -5.016689 3.727682 0.518038 -0.01 0.00 -0.01 0.38
H -0.610185 0.452950 -3.540353 -0.03 -0.03 -0.06 0.27
C 3.925058 2.318064 0.024119 0.09 -0.09 -0.08 -1.21
C -1.891902 -3.559619 -0.035153 -0.06 -0.02 0.04 -1.14
H 0.001377 2.614914 0.499764 -0.05 0.03 -0.05 -0.41
H -2.512079 -2.424284 2.406592 0.01 0.00 0.01 0.41
H 2.114608 -1.167697 3.289511 -0.10 0.05 0.12 -0.09
H 2.172119 2.979287 2.667432 -0.01 0.02 -0.04 0.40
H 2.371953 -3.833156 1.481844 0.00 0.01 0.02 0.48
Si 1.830097 -0.380336 -1.772472 0.10 0.09 -0.13 0.38
H 0.671131 2.568981 -1.134212 -0.05 0.00 0.03 0.37
C -0.506389 -0.989751 4.004574 0.05 -0.09 -0.02 -1.34
H -4.594345 5.352830 -0.037238 0.01 0.00 0.00 0.45
H -1.244379 -0.810809 4.783424 -0.03 0.01 -0.04 0.47
H -3.046126 3.757623 2.146921 0.00 0.01 0.00 0.36
H -1.812173 -0.247021 -2.442608 -0.02 0.00 0.01 0.36
H 3.655790 0.858877 -2.748733 0.00 0.05 -0.07 0.32
H 5.214224 -2.276147 0.705177 -0.01 0.00 0.00 0.42
H 2.256313 1.933431 -2.655367 0.03 -0.01 0.01 0.39
H -4.744438 4.033012 -1.205369 -0.01 0.01 0.01 0.39
H 2.383229 -3.620659 -0.262179 -0.03 0.01 0.00 0.35
Si 2.887159 -1.464121 0.942903 0.11 -0.25 -0.02 0.35
H -2.745660 -4.217982 0.102662 0.01 -0.02 -0.01 0.43
H 0.471394 -0.711430 4.380275 0.06 -0.01 0.02 0.41
Se -0.921283 0.199538 2.528765 0.20 0.10 -0.22 0.04
H -1.416426 4.134584 1.558991 0.01 0.00 0.00 0.26
H 3.517402 -2.217260 3.172240 0.00 0.00 -0.01 0.45
H 5.139831 -0.532219 0.461463 0.02 -0.03 -0.01 0.30
H 2.363189 0.710040 -3.931789 -0.02 -0.04 0.01 0.45
C -3.068156 -1.659819 1.865961 0.03 0.10 0.00 -0.86
C -2.705475 2.559235 -0.242768 0.03 -0.07 0.01 -0.59
H -1.030400 4.583875 -0.925806 0.00 0.01 -0.01 0.11
C -2.093473 4.793728 -1.035860 0.00 -0.06 -0.01 -1.33
C -4.416922 4.289564 -0.198186 0.03 -0.04 0.00 -1.82
H 3.725081 -0.471141 3.081367 -0.03 -0.02 0.03 0.32
H -1.451948 -3.738809 -1.013389 0.01 0.01 0.00 0.37
C 4.630805 -1.474048 0.246591 -0.02 0.01 -0.03 -1.07
C -2.813437 -0.270857 2.411822 -0.07 -0.08 0.02 -0.86
C 2.570008 0.913903 -2.879193 0.00 0.07 0.05 -1.24
C -0.816746 -0.371795 -2.858315 0.26 0.02 0.04 -1.08
H 3.308188 -2.309873 -2.275139 -0.05 -0.06 -0.08 0.41
H 4.651857 -1.627132 -0.833667 0.08 0.03 0.04 0.26
Pd -0.193695 -0.407235 0.244230 -0.39 -0.68 0.16 0.77
H 2.225796 -1.951098 -3.613362 -0.02 0.02 0.00 0.39
C 0.908146 2.775546 -0.088153 0.05 -0.01 -0.04 -0.75
H 4.083579 3.312718 0.448471 -0.03 0.00 0.01 0.41
H -2.396973 4.553228 -2.054885 0.01 0.01 0.00 0.39
N -2.554640 1.428952 -0.395541 -0.03 0.19 -0.03 -0.30
H -0.730688 -1.323371 -3.384092 -0.06 0.00 -0.03 0.29
C -2.919572 3.998553 -0.016548 -0.07 0.15 0.01 2.27
```
Positions in Å, forces in eV/Å.

---

Record 2
Here is a cluster of 5 separate species, C61H49ClNO12P2S in total from the Open Molecules 2025 dataset. Energies are from ωB97M-V with the def2-TZVPD basis set.

Results
Relative energy (zero: lowest compared OMol25 entry of this formula, charge and spin)   0.0000 eV
Charge   -1
E_LUMO   0.038 eV
HOMO   -4.35 eV

```
127
Properties=species:S:1:pos:R:3:forces:R:3:mulliken_charge:R:1
P -3.880381 2.262223 -0.243625 -0.36 0.37 0.27 -0.10
O -4.913191 -0.446787 -0.403532 0.39 -0.01 0.06 -0.69
C -1.421742 0.358864 -2.139334 0.21 -0.45 -0.06 -0.83
H -0.142831 -0.563572 -0.697953 0.04 0.07 0.09 -0.32
O -5.319675 -3.279689 -3.539007 0.41 -0.09 0.00 -0.58
O -8.545661 -10.239517 -5.193616 0.00 0.01 -0.01 -0.68
H 6.085909 8.850477 1.422463 0.05 0.03 0.05 0.48
C 0.139229 -3.857977 1.620611 0.02 -0.04 0.08 0.22
H -1.971228 -3.822119 -1.019254 0.00 0.01 -0.01 0.51
C -0.129054 0.338321 -1.314838 0.01 0.08 -0.19 0.43
H -3.759468 1.386954 -2.742183 0.06 -0.03 0.07 0.26
C -6.122795 -10.094028 -9.548921 -0.01 -0.02 0.02 -0.46
H 10.414092 9.655262 7.109741 0.00 0.00 0.01 0.40
H 5.801617 4.306803 3.355487 0.02 0.02 0.06 0.54
C 1.329452 -4.590127 4.173532 -0.02 0.05 -0.07 0.16
C 1.435392 6.519473 2.082930 -0.02 0.06 0.06 0.52
H -5.273518 -8.128941 -9.367280 0.01 0.05 0.07 0.47
C 1.708998 5.309864 2.909200 0.03 -0.01 -0.10 0.34
C 8.832497 6.699510 6.644657 0.07 0.01 0.09 -0.56
H -5.926668 -5.151641 -5.455051 0.02 -0.01 -0.02 0.56
C 2.174541 3.065452 4.475255 0.00 0.04 0.02 -0.63
C 1.157324 0.300417 -2.147319 0.21 0.04 -0.08 -0.38
C 8.148799 6.996517 5.472645 -0.03 0.04 -0.08 0.18
H 2.745804 -0.999543 -2.372111 0.09 -0.02 0.02 0.26
H 1.831602 -1.272236 -1.037969 0.21 0.00 0.04 0.18
C -4.800128 -0.730368 -3.091274 0.17 -0.02 -0.11 -1.13
C 2.403987 3.008395 3.111732 0.03 -0.07 0.08 -0.69
C 7.526570 8.616500 3.653169 -0.02 0.08 -0.04 0.67
H 4.285778 -2.596826 5.649239 0.00 0.00 0.01 0.41
H 1.129518 6.281237 4.722414 -0.02 0.04 -0.07 0.50
C 2.906373 -4.216476 5.945139 0.01 0.02 -0.02 -0.45
C -6.153495 -7.352375 -6.971173 0.06 0.07 -0.02 0.58
C 5.270318 6.874899 1.206303 -0.01 -0.02 -0.01 -0.24
O -2.572407 3.061524 -0.909921 -0.03 -0.27 0.12 -0.38
H 2.973037 4.356327 -1.735884 -0.03 -0.05 0.06 0.47
H -5.851507 -0.261007 -0.327995 -0.25 0.00 -0.03 0.37
C 7.302575 5.942108 4.840078 -0.03 -0.08 0.03 0.53
O 7.188059 4.848284 5.350741 0.01 0.00 0.00 -0.67
H 3.354439 -1.977057 3.439565 -0.06 0.00 -0.06 0.51
C 5.199018 5.596068 1.747659 0.07 0.08 0.00 -0.57
H 2.348460 2.190144 5.086838 -0.01 -0.01 0.01 0.48
S -5.479074 -2.235447 -2.539430 -0.48 -0.13 -0.87 1.06
H 1.133247 8.474299 0.291936 0.00 -0.03 0.07 0.49
H 4.739297 7.104046 0.290325 -0.01 -0.01 0.00 0.40
H 2.755882 2.097722 2.646655 -0.01 0.02 -0.07 0.63
C -1.455167 -5.659100 1.779603 -0.08 -0.02 -0.06 -0.74
H 1.823458 1.122793 -1.856927 0.02 -0.03 0.12 0.01
C -2.595475 -0.322558 -1.421068 0.05 -0.13 -0.31 -0.99
C 6.610854 6.276725 3.563939 0.04 0.09 0.02 0.19
C -0.437586 -3.452463 0.423040 -0.02 0.00 -0.04 -0.26
H -5.564457 1.161805 -1.834710 0.02 0.07 0.16 0.20
H 4.625184 4.830985 1.248361 0.16 -0.02 -0.03 0.97
C 3.455283 -3.153563 5.235087 -0.01 -0.02 0.02 -0.54
C -7.633746 -8.064019 -5.069756 0.06 0.02 -0.10 0.21
H -4.715619 -2.607069 -1.493574 0.03 0.21 0.15 0.02
C 6.699546 7.557559 3.010479 0.04 -0.05 0.08 0.28
C 1.850148 7.547640 -1.509630 0.02 -0.02 -0.01 -0.51
H -3.987349 -0.979298 -3.774663 0.14 -0.04 0.14 0.40
H 1.688020 8.425826 -2.120634 0.00 0.00 -0.01 0.42
C -0.378325 -4.959131 2.308458 0.08 0.05 0.05 0.40
C 8.269241 8.262752 4.898309 -0.04 -0.08 -0.02 0.18
C 2.938935 -2.803204 3.999972 0.08 0.04 0.08 -0.50
C 0.195751 -5.386376 3.613660 -0.07 -0.07 -0.01 0.58
C -6.799583 -7.101711 -5.654648 -0.05 -0.08 -0.01 0.33
Cl -3.007585 1.461511 1.525711 0.17 -0.02 -0.05 -0.33
H -7.024011 -4.680488 -3.311473 0.04 0.08 0.00 0.56
C 5.861721 5.297125 2.925118 -0.07 -0.03 -0.04 -0.92
C -6.435237 -8.653773 -7.653059 -0.05 -0.01 0.08 0.17
H 2.620971 6.370238 -3.132212 -0.01 0.00 -0.01 0.43
H -8.903724 -8.535255 -3.417121 0.02 -0.06 -0.05 0.46
N 1.799888 -1.015957 -2.018094 -0.26 0.00 0.06 -0.62
C 1.870888 -3.514667 3.468740 -0.06 -0.05 -0.02 0.09
C -1.519532 -4.145509 -0.090677 -0.03 -0.04 0.00 -0.63
H -2.675343 -1.336883 -1.831078 -0.07 -0.07 0.12 -0.04
C 9.087063 9.216662 5.490517 0.07 0.06 0.08 -0.59
O -6.836086 -2.024008 -2.092119 -0.10 0.07 0.45 -0.69
C -7.233724 -9.624382 -7.049316 0.02 0.08 0.02 0.17
C 2.572763 5.262698 -1.302759 0.02 0.03 -0.11 -0.60
O -5.423770 -6.535798 -7.491482 -0.01 0.00 -0.01 -0.65
H -1.670483 1.371703 -2.454696 0.01 0.08 0.12 0.48
H 0.946513 0.446363 -3.210354 -0.17 0.07 0.02 0.43
H -5.695876 -10.275556 -10.526752 0.01 -0.01 0.00 0.39
H 10.176463 7.420845 8.144229 0.01 0.00 0.01 0.39
C -7.864467 -9.380358 -5.717191 -0.06 -0.07 0.05 0.65
C 2.474319 4.062378 0.868153 -0.25 -0.22 -0.05 -0.04
C -6.579474 -5.889976 -5.011117 0.02 0.06 0.00 -0.91
C 9.774384 8.912115 6.652168 -0.01 -0.03 0.02 -0.46
H -1.844246 -6.515016 2.313133 0.03 0.01 0.06 0.47
C 9.642715 7.654890 7.232536 0.00 0.03 -0.01 -0.48
H -2.381817 -0.464430 -0.361032 -0.17 0.29 0.07 0.58
O 1.784821 -2.179716 1.525750 0.18 0.09 0.01 -0.65
H 1.553468 4.288036 6.126960 -0.01 -0.01 0.01 0.43
H 8.725238 5.718000 7.084924 -0.04 -0.03 -0.06 0.47
H -2.864951 -5.795791 0.175726 -0.01 0.01 -0.01 0.44
H 9.179056 10.191883 5.033140 -0.06 -0.01 -0.06 0.47
C -7.197879 -5.624567 -3.800512 -0.22 -0.19 0.06 -0.30
C 2.256181 5.289305 0.049143 -0.07 0.04 0.10 0.77
C 1.536819 7.579676 -0.161513 0.01 0.08 -0.09 -0.66
C -8.254711 -7.791321 -3.858195 -0.01 0.06 0.10 -0.60
H 3.306679 -4.484068 6.914308 0.01 0.00 0.01 0.40
C 1.744984 6.453781 0.624499 0.02 -0.09 0.04 0.38
H -7.087943 -12.010115 -9.441663 0.00 0.00 -0.01 0.39
H -8.075710 -11.581562 -7.211744 -0.02 0.04 0.06 0.47
H -8.529929 -6.361499 -2.290135 0.00 0.01 0.01 0.42
P -4.261843 0.521685 -1.682916 -0.01 -0.31 -0.33 0.03
C 6.020106 7.853667 1.835614 -0.06 -0.01 -0.08 -1.01
C 1.309644 -3.104467 2.148704 -0.16 0.04 -0.18 0.42
C -8.040159 -6.574680 -3.231555 0.03 0.00 -0.04 -0.64
H -0.100780 1.187825 -0.631072 -0.13 -0.01 0.08 0.19
C 1.486479 5.362351 4.278694 -0.01 -0.02 0.11 -0.70
O 2.890099 3.041985 0.363070 0.10 0.00 -0.04 -0.74
C -2.022885 -5.252586 0.583785 0.01 0.02 -0.01 -0.61
O -0.241016 -6.346364 4.214130 0.02 0.00 0.02 -0.68
C -6.907389 -11.068197 -8.940032 0.01 0.02 -0.01 -0.45
C -7.461366 -10.833974 -7.693965 0.00 -0.08 -0.09 -0.57
C 2.373115 6.391094 -2.079283 0.00 0.04 0.02 -0.63
H -5.597675 -0.286045 -3.690430 -0.11 0.02 0.13 0.59
H -0.039664 -2.594177 -0.100065 0.03 -0.03 0.03 0.53
H -1.208688 -0.201382 -3.056337 -0.09 0.06 -0.08 0.36
C 2.180994 4.131916 2.326830 -0.06 0.10 -0.04 0.64
H 1.417390 -5.764695 5.956686 -0.05 -0.03 -0.06 0.47
C 1.723597 4.244321 5.059395 0.02 -0.03 -0.02 -0.60
H -2.526522 3.898049 -0.445501 0.16 0.33 -0.05 0.29
C -5.884678 -8.892160 -8.905896 0.04 -0.05 -0.10 -0.54
C 1.849347 -4.934965 5.414705 0.07 0.00 0.09 -0.59
O 0.983386 7.529713 2.578598 0.02 0.02 -0.01 -0.69
O 7.601973 9.731021 3.180434 0.01 0.00 0.00 -0.67
```
Positions in Å, forces in eV/Å.

---

Record 3
Here is a cluster of 2 separate species, C3H7O3 in total from the Open Molecules 2025 dataset. Energies are from ωB97M-V with the def2-TZVPD basis set.

Results
Relative energy (zero: lowest compared OMol25 entry of this formula, charge and spin)   0.8045 eV
Charge   -1
E_LUMO   4.212 eV
HOMO   -4.25 eV

```
13
Properties=species:S:1:pos:R:3:forces:R:3:mulliken_charge:R:1
C -2.230524 -0.758183 1.367904 1.23 -0.50 -1.17 -0.87
O 1.578096 1.691501 -0.371472 1.04 0.31 0.15 -0.56
H 1.663411 0.096205 -1.608930 0.57 -0.68 0.32 0.27
H -3.155012 -0.915002 0.812320 -0.28 0.33 0.34 0.20
O -0.742347 0.250101 -0.211291 0.48 -0.19 -0.28 -0.82
C 2.366989 0.814006 -1.178640 -1.58 1.40 -0.57 -0.51
O -0.828099 -2.028971 -0.105435 0.38 0.34 -0.30 -0.70
H -2.084752 -1.587373 2.048986 -0.10 -0.11 0.26 0.28
H 3.234892 0.443152 -0.641298 -0.03 -0.45 0.01 0.19
C -1.115488 -0.867253 0.227628 -1.17 -0.02 1.09 0.59
H 0.749957 1.243700 -0.150920 -0.52 -0.50 -0.10 0.48
H -2.120135 0.201164 1.854314 -0.44 0.20 0.10 0.26
H 2.683012 1.416954 -2.043166 0.43 -0.13 0.15 0.19
```
Positions in Å, forces in eV/Å.